[1]
{
  "formula": "C4H4N2O2",
  "method": "the ωB97M-V functional and the def2-TZVPD basis",
  "elements": ["C", "C", "C", "C", "H", "H", "H", "H", "N", "N", "O", "O"],
  "positions_angstrom": [[1.7000, 0.3325, -0.4397], [0.0524, -1.0362, 0.7339], [-1.0499, -0.4216, 0.3938], [-2.3057, -1.0867, 0.7929], [0.9515, 3.1896, -1.6144], [2.7932, 0.1082, -0.8338], [0.1023, -2.0360, 1.2730], [-1.0289, 0.5229, -0.1018], [0.8752, 1.4279, -0.7263], [-3.2582, -1.6398, 1.0985], [1.6615, 2.0955, -1.8166], [1.2737, -0.4741, 0.5399]],
  "atomic_forces_ev_per_a": [[-2.68, 4.23, -0.71], [0.96, -1.01, 0.82], [-2.44, -0.94, 0.62], [1.64, 1.03, -0.96], [3.69, -4.72, -1.51], [-2.58, 0.74, 0.71], [0.03, 1.60, -0.77], [-0.30, 0.38, -0.12], [5.97, -4.69, -1.00], [-0.63, -0.29, 0.25], [-5.18, 5.10, 2.54], [1.52, -1.42, 0.14]],
  "largest_force_ev_per_a": 7.703,
  "energy_ev": -11281.97284,
  "lumo_energy_ev": 0.056,
  "e_above_lowest_kcal_mol": 151.4,
  "homo_energy_ha": -0.355,
  "spin_multiplicity": 1,
  "orbital_gap_ha": 0.35717
}

[2]
{
  "formula": "CH10NO2",
  "method": "the ωB97M-V functional and the def2-TZVPD basis",
  "elements": ["C", "N", "H", "H", "H", "H", "H", "H", "H", "H", "O", "H", "H", "O"],
  "positions_angstrom": [[1.4286, 0.2538, -2.2028], [-0.9050, -0.3997, 2.2759], [1.1009, -0.3049, -1.3327], [2.2650, 0.9245, -2.0037], [1.8364, -0.4611, -2.9175], [0.6002, 0.8291, -2.6047], [-1.7396, -0.0383, 2.7437], [-0.0621, -0.9494, 2.4991], [-0.5018, 0.6572, 1.6071], [-0.0958, 2.2642, 1.5848], [-0.0829, 1.4442, 1.0339], [-1.8194, -1.9107, -0.5488], [-0.9557, -1.0236, 0.3824], [-1.0687, -1.2852, -0.5166]],
  "atomic_forces_ev_per_a": [[0.53, 0.00, -0.21], [0.25, 0.15, -2.30], [0.11, 0.11, 0.18], [-0.16, 0.07, 0.38], [-0.39, -0.01, -0.18], [-0.03, -0.12, -0.18], [0.47, -0.35, 1.33], [-0.34, 0.40, 1.38], [-0.42, -0.23, -1.04], [0.12, -0.24, -0.36], [0.11, 0.25, 1.14], [0.34, 0.40, -0.05], [-0.25, 0.39, 0.94], [-0.34, -0.82, -1.05]],
  "largest_force_ev_per_a": 2.320,
  "energy_ev": -6769.23960,
  "lumo_energy_ev": -11.615,
  "e_above_lowest_kcal_mol": 216.8,
  "homo_energy_ha": -0.568,
  "charge": 1,
  "spin_multiplicity": 1,
  "orbital_gap_ha": 0.14120
}

[3]
{
  "formula": "C14H6F14O5",
  "method": "the ωB97M-V functional and the def2-TZVPD basis",
  "elements": ["O", "C", "O", "C", "O", "C", "C", "F", "F", "C", "F", "F", "C", "F", "F", "C", "F", "F", "F", "C", "C", "F", "F", "C", "F", "F", "F", "O", "C", "O", "C", "C", "C", "H", "H", "H", "H", "H", "H"],
  "positions_angstrom": [[0.5559, 0.7698, 1.0616], [-0.0200, -0.0626, 0.4582], [-0.3172, -1.2813, 1.0058], [-0.9762, -2.0573, 0.0794], [-1.2183, -3.1932, 0.2625], [-1.2237, -1.1914, -1.1320], [-1.9769, -1.7084, -2.3436], [-1.2693, -2.7510, -2.8351], [-2.0619, -0.7637, -3.2965], [-3.4386, -2.2359, -2.1440], [-3.7989, -2.7418, -3.3387], [-3.4547, -3.2215, -1.2404], [-4.5672, -1.2213, -1.7725], [-5.6913, -1.9535, -1.6753], [-4.7117, -0.3272, -2.7596], [-4.4192, -0.4317, -0.4435], [-5.5837, 0.0920, -0.1030], [-3.9913, -1.2255, 0.5425], [-3.5302, 0.5588, -0.5933], [-0.5845, -0.0346, -0.9430], [-0.4432, 1.1240, -1.9228], [0.0896, 0.6525, -3.0700], [-1.6653, 1.6372, -2.1898], [0.4531, 2.3209, -1.5064], [0.4947, 3.1775, -2.5228], [1.6823, 1.9142, -1.2384], [-0.0640, 2.9545, -0.4550], [4.3460, 1.0683, 0.2242], [4.3705, 0.9211, 1.4103], [5.1616, -0.0064, 2.0062], [4.9242, -0.0331, 3.4231], [4.3261, 1.3293, 3.7572], [3.5770, 1.6622, 2.4686], [4.2316, -0.8501, 3.6383], [5.8713, -0.2320, 3.9185], [3.6976, 1.3048, 4.6449], [5.1245, 2.0534, 3.9246], [2.5635, 1.2601, 2.4632], [3.5380, 2.7229, 2.2367]],
  "atomic_forces_ev_per_a": [[0.24, 0.36, 0.17], [-0.23, -0.18, -0.22], [0.04, -0.10, -0.03], [0.09, 0.40, -0.15], [-0.16, -0.45, 0.04], [0.03, 0.13, -0.02], [-0.05, -0.05, 0.11], [-0.03, 0.03, 0.03], [0.08, -0.02, 0.00], [0.02, 0.09, -0.01], [0.00, 0.00, 0.03], [0.02, -0.03, 0.01], [0.04, -0.04, 0.07], [0.01, 0.04, 0.00], [-0.03, 0.01, -0.03], [0.18, 0.04, -0.01], [-0.06, 0.03, 0.01], [0.00, -0.01, -0.03], [-0.14, -0.12, 0.01], [-0.09, -0.07, -0.04], [-0.03, 0.01, 0.02], [0.03, -0.03, 0.00], [0.08, -0.01, 0.00], [-0.12, 0.01, 0.12], [0.00, 0.04, -0.12], [0.09, -0.06, 0.06], [-0.01, -0.02, 0.02], [0.00, -0.01, 0.04], [-0.06, 0.02, -0.08], [0.01, -0.02, 0.00], [-0.01, -0.01, 0.04], [-0.02, 0.04, -0.06], [0.20, -0.02, 0.17], [-0.01, 0.01, 0.01], [0.01, -0.01, -0.03], [-0.02, -0.03, -0.01], [0.00, -0.01, 0.01], [-0.05, 0.04, -0.02], [-0.08, -0.02, -0.07]],
  "smiles": "O=C1OC(=O)C(C(F)(F)C(F)(F)C(F)(F)C(F)(F)F)=C1C(F)(F)C(F)(F)F.O=C1CCCO1",
  "largest_force_ev_per_a": 0.478,
  "energy_ev": -62898.13295,
  "lumo_energy_ev": -2.199,
  "homo_energy_ha": -0.376,
  "spin_multiplicity": 1,
  "orbital_gap_ha": 0.29496
}

[4]
{
  "formula": "C21H45N3O13S2",
  "method": "the ωB97M-V functional and the def2-TZVPD basis",
  "elements": ["C", "C", "O", "N", "C", "H", "H", "H", "H", "H", "H", "H", "C", "C", "O", "N", "C", "H", "H", "H", "H", "H", "H", "H", "C", "C", "O", "N", "C", "H", "H", "H", "H", "H", "H", "H", "C", "C", "O", "S", "O", "O", "O", "H", "H", "H", "H", "C", "C", "O", "S", "O", "O", "O", "H", "H", "H", "H", "C", "C", "C", "O", "C", "H", "H", "H", "H", "H", "H", "H", "H", "C", "C", "C", "O", "C", "H", "H", "H", "H", "H", "H", "H", "H"],
  "positions_angstrom": [[1.9060, 5.2160, -2.2861], [1.9659, 3.7912, -1.7127], [1.6813, 3.6098, -0.5404], [2.4467, 2.8785, -2.5675], [2.6052, 1.4565, -2.2574], [1.9464, 5.1673, -3.3737], [2.7555, 5.7871, -1.9148], [1.0075, 5.6926, -1.9033], [2.6604, 3.1624, -3.5052], [2.7483, 0.8706, -3.1605], [1.7650, 1.1608, -1.6345], [3.5376, 1.3914, -1.6905], [-1.6857, -3.2126, 4.6514], [-1.3508, -3.6475, 3.2419], [-2.2135, -4.0878, 2.4899], [-0.0487, -3.5941, 2.9158], [0.4888, -4.1705, 1.7097], [-0.8359, -3.3662, 5.3141], [-2.5807, -3.7080, 5.0182], [-1.9709, -2.1557, 4.6392], [0.6335, -3.2789, 3.6059], [1.5030, -3.7890, 1.5784], [-0.0908, -3.9511, 0.8158], [0.5974, -5.2575, 1.7748], [4.2611, -1.8320, 4.5326], [2.7651, -1.8618, 4.6113], [2.1595, -2.9320, 4.6279], [2.1379, -0.6885, 4.7656], [0.7301, -0.5520, 5.0678], [4.6774, -2.5795, 3.8639], [4.7074, -1.9323, 5.5235], [4.6592, -0.8709, 4.1864], [2.6230, 0.1883, 4.6871], [0.1442, -0.7050, 4.1556], [0.5096, 0.4583, 5.4031], [0.4524, -1.2594, 5.8490], [-2.3812, -2.1953, -3.2426], [-3.0160, -3.4518, -3.8433], [-2.0857, -3.8145, -4.8539], [-0.6190, -3.6562, -4.2366], [0.3679, -3.4127, -5.2394], [-0.4283, -4.7053, -3.2735], [-0.9742, -2.2539, -3.4801], [-2.5857, -2.0006, -2.1910], [-2.7703, -1.3255, -3.7783], [-3.9985, -3.2324, -4.2511], [-3.1457, -4.2623, -3.1236], [-1.7235, 3.3726, 0.3649], [-1.5009, 4.6045, 1.2563], [-1.6180, 4.2033, 2.6071], [-1.7205, 2.5895, 2.6981], [-3.1008, 2.2164, 2.8058], [-0.7860, 2.0010, 3.6006], [-1.2448, 2.3115, 1.1667], [-1.1856, 3.3931, -0.5790], [-2.7898, 3.2958, 0.1226], [-2.1364, 5.4165, 0.9066], [-0.4679, 4.9119, 1.0653], [-0.7852, 2.8175, -3.7884], [-2.2245, 3.2929, -3.9050], [-2.9669, 2.2945, -2.9929], [-1.9656, 1.4293, -2.4152], [-0.8866, 1.3800, -3.3098], [-0.2986, 3.3401, -2.9582], [-0.0827, 2.9449, -4.6154], [-2.6270, 3.2520, -4.9172], [-2.2964, 4.3116, -3.5307], [-3.6720, 1.6013, -3.4584], [-3.5343, 2.8451, -2.2411], [-1.0780, 0.6926, -4.1521], [0.0647, 1.0307, -2.9141], [0.1903, -1.6484, -0.4671], [0.2804, -0.7215, 0.7533], [1.7400, -0.8114, 1.1952], [2.4631, -1.0925, -0.0024], [1.6574, -1.8817, -0.8493], [-0.4099, -1.2192, -1.2639], [-0.3078, -2.5568, -0.1241], [-0.4016, -1.0158, 1.5591], [-0.0994, 0.2851, 0.5718], [1.9238, -1.6520, 1.8768], [2.1092, 0.0930, 1.6775], [1.9962, -2.9224, -0.8505], [1.8238, -1.4931, -1.8616]],
  "atomic_forces_ev_per_a": [[0.06, -0.80, 0.06], [0.45, 1.65, 0.22], [-0.29, -0.72, -0.06], [-0.22, -0.85, -0.70], [0.80, 1.02, 0.74], [-0.20, 0.41, -0.02], [0.08, -0.08, 0.00], [-0.10, 0.04, -0.24], [-0.05, 0.20, 0.01], [-0.41, 0.03, -0.08], [0.15, -0.41, -0.03], [-0.24, -0.52, 0.24], [-0.15, 0.60, -0.08], [-0.64, -0.82, 0.10], [0.17, 0.24, -0.11], [0.42, 0.34, 0.09], [0.50, -0.40, -0.13], [-0.09, 0.08, 0.14], [0.16, -0.38, -0.13], [0.29, 0.05, 0.02], [-0.25, -0.18, -0.07], [-0.10, 0.09, -0.08], [-0.09, -0.12, 0.37], [-0.23, -0.03, 0.10], [0.90, 0.94, -0.27], [0.03, -0.56, 0.31], [-0.05, 0.16, -0.05], [-0.01, 0.95, 0.20], [-0.33, -0.26, -0.37], [-0.29, -0.27, 0.13], [-0.25, -0.37, 0.07], [-0.31, 0.02, -0.10], [0.44, -0.27, -0.05], [-0.16, -0.20, 0.26], [0.20, 0.01, 0.04], [-0.12, -0.04, -0.17], [-0.74, 0.93, 0.05], [-0.14, 0.08, 1.03], [0.38, -0.34, -0.83], [0.25, 0.03, 0.76], [-1.01, -0.04, 0.53], [-0.08, 0.92, -0.61], [0.51, -1.07, -0.44], [0.13, -0.45, 0.10], [0.25, 0.04, -0.10], [0.20, -0.01, -0.46], [0.28, -0.02, -0.01], [-0.79, 0.76, 0.08], [1.47, 0.19, -2.12], [-0.23, -0.82, 0.53], [-0.90, -0.78, -0.95], [0.74, 0.50, 0.06], [-0.07, 0.83, -0.54], [-0.06, -0.32, 1.19], [0.34, 0.01, 0.23], [0.04, -0.54, 0.25], [-0.42, 0.00, 0.85], [0.00, 0.12, 0.40], [1.13, 0.00, 0.43], [-0.11, -0.37, -0.28], [0.17, -0.40, 0.14], [-0.21, 0.08, 0.96], [0.12, 0.18, -1.44], [-0.16, 0.17, -0.02], [-0.49, 0.03, -0.34], [0.15, 0.07, -0.04], [-0.25, 0.03, -0.09], [-0.10, 0.44, -0.60], [0.27, -0.35, 0.44], [-0.31, 0.08, 0.02], [-0.34, -0.02, 0.79], [-0.23, -0.24, 0.85], [-0.70, 0.28, 0.80], [-0.20, -0.37, -0.24], [0.39, 0.62, 0.39], [-0.15, 0.35, -1.08], [0.16, 0.08, -0.09], [0.10, 0.15, -0.55], [0.19, -0.47, -0.03], [0.71, 0.17, -0.44], [-0.32, 0.10, 0.17], [0.15, 0.09, -0.28], [-0.26, -0.06, 0.23], [0.08, -0.22, -0.02]],
  "largest_force_ev_per_a": 2.587,
  "energy_ev": -75263.39719,
  "lumo_energy_ev": 0.257,
  "homo_energy_ha": -0.323,
  "spin_multiplicity": 1,
  "orbital_gap_ha": 0.33276
}

[5]
{
  "formula": "C2H7N3S",
  "method": "the ωB97M-V functional and the def2-TZVPD basis",
  "elements": ["C", "C", "H", "H", "H", "H", "H", "H", "H", "N", "N", "N", "S"],
  "positions_angstrom": [[1.7262, -0.9917, -0.0860], [-0.0837, 0.6047, -0.0999], [1.8797, -2.0798, -0.0229], [2.2107, -0.4716, 0.7054], [2.1708, -0.6332, -1.0237], [-0.4335, -1.3789, -0.2695], [0.2968, 2.4832, -0.1514], [-1.8767, 1.6778, 0.1067], [-2.7749, -0.4703, 1.2233], [0.2860, -0.6924, -0.0325], [0.7349, 1.5762, 0.0294], [-1.5168, 0.8122, -0.2659], [-2.6195, -0.4361, -0.1130]],
  "atomic_forces_ev_per_a": [[-0.88, -0.63, -0.97], [-1.36, 0.79, 0.47], [-0.12, 0.46, 0.14], [0.42, 0.22, 0.72], [-0.14, -0.05, 0.12], [0.71, 0.32, 0.18], [0.04, -0.40, 0.28], [0.41, 0.16, -0.18], [0.11, -0.17, 0.14], [0.34, -0.37, -0.22], [0.00, 0.05, -0.49], [1.03, -0.18, -0.01], [-0.55, -0.20, -0.17]],
  "smiles": "[H]/N=C(/NC)NS",
  "largest_force_ev_per_a": 1.640,
  "energy_ev": -17492.62125,
  "lumo_energy_ev": 0.762,
  "e_above_lowest_kcal_mol": 6.7,
  "homo_energy_ha": -0.325,
  "spin_multiplicity": 1,
  "orbital_gap_ha": 0.35273
}

[6]
{
  "formula": "C5H8NP",
  "method": "the ωB97M-V functional and the def2-TZVPD basis",
  "elements": ["C", "C", "C", "C", "C", "N", "P", "H", "H", "H", "H", "H", "H", "H", "H"],
  "positions_angstrom": [[0.9251, 0.3324, 1.3520], [-1.9015, 0.5965, 0.2771], [-1.9871, 0.0485, -1.0495], [1.9053, -0.8351, -0.4717], [0.8896, -0.6285, 0.4911], [0.9866, 1.2237, 2.1713], [-2.0002, 1.7850, 1.3134], [-2.5832, -0.7665, -0.9635], [-0.9569, -0.3167, -1.3986], [-2.3837, 0.7213, -1.6925], [1.5243, -0.6644, -1.5282], [2.3008, -1.7712, -0.3930], [2.8112, -0.2845, -0.5706], [0.1149, -1.4948, 0.6094], [0.3547, 2.0543, 1.8533]],
  "atomic_forces_ev_per_a": [[-0.20, 0.10, 0.38], [-0.15, 3.81, 1.59], [4.26, -1.49, 1.22], [0.44, 1.32, -4.43], [-2.45, -1.82, 1.88], [-1.06, 2.09, -0.07], [-0.23, -2.00, -0.95], [-1.95, -2.80, -0.33], [-1.45, 0.59, 0.31], [-1.14, 2.10, -2.09], [0.07, -0.73, 0.84], [0.66, -3.04, -0.13], [0.49, 1.44, 1.06], [1.36, 1.93, -0.01], [1.36, -1.49, 0.72]],
  "smiles": "CC=C=N.CC#P",
  "largest_force_ev_per_a": 4.674,
  "energy_ev": -16089.03275,
  "lumo_energy_ev": 0.290,
  "e_above_lowest_kcal_mol": 88.8,
  "homo_energy_ha": -0.318,
  "spin_multiplicity": 1,
  "orbital_gap_ha": 0.32862
}

Q: Which formula does entry 4 have?
A: C21H45N3O13S2

Q: Number 2 is which compound?
A: CH10NO2